Entry 1:
92
Properties=species:S:1:pos:R:3:forces:R:3:lowdin_charge:R:1 method="wB97M-V/def2-TZVPD" gap_ev=6.420 mol_weight_g_mol=773.2 total_charge=+1
Cl -5.558 2.530 3.074 -0.088 0.091 0.199 0.710
C -4.703 1.869 1.741 0.539 -0.344 -0.719 -0.674
C -3.307 1.723 1.808 -0.238 -0.036 -0.135 -0.090
C -2.620 1.170 0.725 -0.280 0.031 -0.126 -0.098
C -3.309 0.752 -0.434 -0.135 0.327 0.241 -0.343
P -2.366 -0.121 -1.763 -2.170 -0.695 0.719 1.185
C -2.464 -1.863 -1.141 0.165 -0.373 -0.067 -0.380
C -1.756 -2.871 -1.837 -0.400 0.151 0.281 -0.107
C -1.914 -4.217 -1.494 -0.086 0.099 0.227 -0.094
C -2.776 -4.564 -0.440 0.164 0.775 -0.136 -0.667
Cl -2.936 -6.213 0.024 -0.024 -0.129 -0.035 0.711
C -3.490 -3.583 0.257 0.420 0.073 -0.283 -0.081
C -3.316 -2.239 -0.086 0.075 -0.210 -0.414 -0.088
C -3.698 -0.220 -3.089 0.181 0.257 -0.532 -0.336
C -3.887 0.901 -3.933 -0.259 -0.338 0.137 -0.090
C -4.957 0.950 -4.836 -0.007 -0.437 0.189 -0.088
C -5.832 -0.149 -4.919 0.704 0.025 0.498 -0.670
Cl -7.151 -0.102 -6.023 -0.106 0.036 -0.079 0.705
C -5.634 -1.294 -4.134 0.443 0.495 -0.030 -0.082
C -4.557 -1.330 -3.240 -0.007 0.531 -0.055 -0.070
C -4.701 0.959 -0.497 0.377 -0.028 0.410 -0.064
C -5.401 1.495 0.587 0.497 0.006 -0.019 -0.081
H -2.773 2.046 2.706 -0.212 -0.135 -0.343 0.113
H -1.531 1.075 0.785 -0.484 -0.086 0.031 0.085
H -1.121 -2.609 -2.690 -0.173 -0.087 0.293 0.111
H -1.381 -5.003 -2.036 -0.204 0.310 0.217 0.114
H -4.164 -3.861 1.066 0.196 0.022 -0.206 0.117
H -3.896 -1.487 0.443 0.151 -0.122 -0.057 0.106
H -3.207 1.758 -3.875 -0.268 -0.274 0.054 0.094
H -5.121 1.825 -5.475 0.092 -0.408 0.294 0.114
H -6.306 -2.149 -4.220 0.180 0.275 -0.019 0.114
H -4.412 -2.222 -2.640 -0.027 0.121 -0.040 0.101
H -5.251 0.675 -1.388 0.033 0.013 0.113 0.104
H -6.477 1.622 0.530 0.173 0.020 0.064 0.113
C 3.881 -0.893 3.938 -0.059 0.379 0.261 0.000
N 3.427 -1.211 2.604 0.043 -0.888 -0.505 -0.033
C 3.600 -2.457 2.051 0.456 0.172 1.122 -0.401
O 4.168 -3.403 2.581 -0.710 0.953 -0.843 0.088
C 2.924 -2.446 0.691 0.738 -0.146 -0.399 -0.164
C 1.800 -3.476 0.655 0.019 -0.368 0.226 -0.072
C 0.801 -3.211 1.757 -0.331 -0.393 -0.013 -0.216
C 0.940 -3.842 2.998 0.015 0.128 -0.005 -0.024
C 0.046 -3.560 4.030 0.123 -0.048 0.008 -0.063
C -0.986 -2.643 3.838 0.010 0.180 -0.130 -0.074
C -1.139 -2.024 2.595 0.118 -0.215 0.001 -0.071
C -0.275 -2.350 1.548 -0.006 0.193 0.108 -0.053
N 2.446 -1.075 0.565 -1.539 0.731 -0.985 0.030
C 1.525 -0.712 -0.357 1.742 -0.171 0.638 -0.029
C 0.823 0.475 -0.305 -1.002 0.549 -0.488 -0.076
C -0.048 0.873 -1.358 2.948 0.355 -0.410 -0.129
C -0.285 2.322 -1.526 -0.652 0.393 0.087 -0.249
C -0.646 2.807 -2.796 0.395 0.060 0.245 -0.047
C -0.791 4.174 -3.020 -0.055 0.057 0.073 -0.059
C -0.634 5.092 -1.970 -0.048 -0.389 0.182 -0.052
C -0.273 4.623 -0.698 -0.072 -0.209 -0.162 -0.056
C -0.102 3.253 -0.474 0.206 -0.018 -0.359 -0.028
C 2.728 -0.245 1.762 -0.099 -0.697 0.702 -0.234
C 3.538 0.989 1.500 0.641 -0.057 -0.586 -0.036
C 4.774 0.925 0.966 -0.961 -0.001 0.401 -0.018
C 5.610 2.078 0.672 0.580 1.082 -0.208 -0.222
C 6.912 1.879 0.169 -0.545 0.001 0.171 -0.036
C 7.726 2.958 -0.156 -0.110 0.467 0.051 -0.072
C 7.263 4.273 0.021 -0.218 -0.556 0.110 -0.068
C 5.977 4.485 0.541 -0.012 -0.362 0.005 -0.072
C 5.150 3.404 0.865 0.732 -0.303 -0.319 -0.027
H 4.392 -1.761 4.363 -0.127 0.128 -0.233 0.100
H 4.569 -0.042 3.902 -0.044 -0.136 0.070 0.094
H 3.031 -0.628 4.584 0.169 -0.093 -0.169 0.102
H 3.691 -2.644 -0.073 -0.233 -0.096 0.117 0.173
H 1.325 -3.474 -0.333 0.054 -0.106 0.174 0.115
H 2.283 -4.448 0.828 -0.176 0.181 -0.236 0.138
H 1.760 -4.550 3.141 -0.268 0.243 0.054 0.123
H 0.174 -4.055 4.993 -0.101 0.121 -0.245 0.112
H -1.678 -2.411 4.650 0.239 -0.073 -0.228 0.109
H -1.933 -1.298 2.431 0.047 -0.210 0.025 0.093
H -0.437 -1.943 0.545 -0.041 -0.082 0.482 0.082
H 1.485 -1.322 -1.270 -0.314 -0.152 0.647 0.160
H 1.075 1.191 0.481 -0.444 -0.504 -0.167 0.090
H 0.037 0.283 -2.275 0.115 0.469 0.439 0.083
H -0.711 2.089 -3.620 -0.188 0.305 0.208 0.118
H -1.025 4.528 -4.024 0.031 -0.065 0.290 0.113
H -0.799 6.164 -2.130 0.156 -0.507 -0.006 0.117
H -0.114 5.325 0.126 -0.082 -0.260 -0.342 0.114
H 0.267 2.925 0.505 -0.436 0.193 -0.393 0.108
H 1.779 0.044 2.252 0.123 -0.212 -0.222 0.160
H 3.061 1.932 1.770 0.254 -0.202 -0.087 0.105
H 5.211 -0.049 0.716 -0.207 0.183 0.144 0.129
H 7.260 0.851 0.039 0.003 0.339 -0.016 0.115
H 8.727 2.783 -0.549 -0.237 0.052 0.092 0.108
H 7.897 5.120 -0.242 -0.198 -0.271 0.101 0.108
H 5.614 5.499 0.693 0.079 -0.188 -0.045 0.105
H 4.151 3.573 1.259 0.253 0.106 -0.106 0.098

---

Entry 2:
95
Properties=species:S:1:pos:R:3:forces:R:3:lowdin_charge:R:1 method="wB97M-V/def2-TZVPD" gap_ev=7.366 mol_weight_g_mol=870.2
C 4.551 -1.913 0.736 2.415 0.305 0.951 -0.236
N 5.238 -1.917 1.676 -1.212 -0.135 -1.403 0.146
C -3.587 2.959 0.989 0.241 -0.176 -0.149 -0.090
C -2.913 3.688 0.006 -0.285 -0.215 -0.410 -0.071
C -2.396 3.042 -1.123 -0.280 -0.048 0.804 -0.019
C -2.509 1.658 -1.187 0.906 -0.478 -0.015 -0.301
O -1.770 0.969 -2.163 -0.874 0.439 -0.774 -0.219
P -0.147 0.928 -2.152 0.040 -0.080 0.592 0.736
O 0.138 0.156 -3.554 -0.627 -0.227 -0.301 -0.205
C -0.805 -0.226 -4.530 0.103 0.475 0.165 -0.280
C -0.746 0.370 -5.789 -0.318 -0.441 0.056 -0.003
C -1.676 -0.027 -6.758 0.049 -0.187 0.316 -0.078
C -2.641 -0.997 -6.460 0.157 0.182 0.064 -0.095
C -2.679 -1.569 -5.187 0.073 0.085 -0.005 -0.076
C -1.757 -1.187 -4.214 0.033 -0.068 -0.338 -0.024
O 0.247 2.468 -2.479 0.325 0.661 -0.843 -0.215
C 1.172 2.962 -3.393 -0.966 -0.257 0.405 -0.297
C 0.855 4.226 -3.881 0.595 -0.155 -0.593 -0.008
C 1.631 4.746 -4.920 0.032 -0.259 0.519 -0.077
C 2.735 4.024 -5.389 -0.051 -0.053 -0.065 -0.100
C 3.066 2.784 -4.832 -0.238 0.127 0.282 -0.074
C 2.281 2.236 -3.809 0.274 0.406 -0.361 -0.043
Pd 0.579 0.430 -0.124 0.710 -1.062 -0.471 0.285
P -0.306 -1.211 1.113 0.315 1.459 0.513 0.765
O -1.271 -0.328 2.103 -0.565 -0.412 0.133 -0.235
C -2.107 -0.724 3.142 0.259 -0.180 -0.577 -0.301
C -1.986 -0.038 4.345 0.261 -0.108 -0.212 -0.020
C -2.674 -0.528 5.444 -0.218 0.079 0.013 -0.077
C -3.531 -1.626 5.299 0.152 0.091 0.021 -0.091
C -3.707 -2.223 4.052 -0.218 -0.053 -0.027 -0.076
C -3.015 -1.761 2.941 0.286 0.354 0.247 -0.024
O -1.230 -2.390 0.456 -0.001 -0.630 -0.065 -0.218
C -1.039 -3.771 0.626 0.012 0.462 0.401 -0.292
C -2.101 -4.534 1.106 0.467 -0.289 0.037 -0.016
C -1.839 -5.851 1.508 -0.117 0.193 -0.307 -0.077
C -0.566 -6.405 1.370 0.012 0.374 -0.115 -0.093
C 0.453 -5.644 0.788 -0.280 0.262 -0.102 -0.068
C 0.218 -4.323 0.392 -0.265 -0.634 0.201 -0.026
O 0.599 -2.087 2.152 0.075 -0.523 0.420 -0.220
C 0.850 -1.795 3.499 -0.461 -0.150 -0.707 -0.290
C 0.506 -2.772 4.428 0.215 0.513 0.175 0.002
C 0.631 -2.450 5.778 -0.028 0.005 -0.328 -0.072
C 1.089 -1.187 6.154 0.206 0.018 0.191 -0.095
C 1.494 -0.257 5.198 -0.119 -0.006 -0.163 -0.074
C 1.382 -0.562 3.843 0.036 -0.184 0.320 -0.027
C 2.861 0.533 0.265 2.277 -1.986 -1.072 -0.211
C 2.933 1.998 0.191 -0.350 0.855 -0.179 -0.253
C 2.223 2.778 1.116 -0.277 0.318 0.086 -0.051
C 2.207 4.178 1.054 0.037 -0.225 -0.076 -0.075
C 2.921 4.835 0.057 0.199 -0.168 -0.072 -0.088
C 3.697 4.084 -0.833 -0.175 -0.403 0.218 -0.072
C 3.712 2.686 -0.753 -0.060 0.221 -0.248 -0.039
C 3.316 -0.352 -0.721 -1.023 1.902 0.175 -0.069
C 3.664 -1.810 -0.425 -0.985 1.226 2.032 -0.153
C -3.199 0.903 -0.239 0.196 0.757 0.321 -0.018
C -3.719 1.572 0.880 -0.140 -0.066 -0.765 -0.076
H -4.010 3.469 1.844 0.051 0.017 0.051 0.097
H -2.805 4.770 0.081 -0.089 -0.273 0.087 0.104
H -1.874 3.584 -1.900 0.010 -0.096 0.108 0.103
H 0.025 1.102 -6.005 -0.115 -0.013 0.074 0.116
H -1.642 0.420 -7.750 -0.001 -0.089 0.209 0.102
H -3.361 -1.304 -7.220 0.203 0.106 0.224 0.101
H -3.435 -2.314 -4.933 0.221 0.183 -0.141 0.106
H -1.756 -1.637 -3.227 -0.050 0.098 -0.070 0.118
H -0.002 4.743 -3.457 0.131 -0.072 -0.212 0.117
H 1.363 5.712 -5.337 0.173 -0.126 -0.028 0.102
H 3.337 4.431 -6.201 -0.122 -0.104 0.192 0.099
H 3.935 2.228 -5.186 -0.220 0.216 0.052 0.106
H 2.540 1.283 -3.345 -0.233 0.268 -0.268 0.093
H -1.322 0.834 4.379 -0.235 -0.515 0.131 0.129
H -2.528 -0.043 6.411 -0.198 -0.202 -0.248 0.109
H -4.071 -1.995 6.163 0.048 -0.034 -0.077 0.098
H -4.388 -3.064 3.918 0.064 0.222 0.204 0.106
H -3.148 -2.162 1.935 0.080 0.063 0.512 0.094
H -3.100 -4.107 1.165 0.313 -0.115 0.147 0.110
H -2.651 -6.440 1.927 0.147 0.046 -0.093 0.104
H -0.376 -7.425 1.693 -0.017 0.183 -0.038 0.101
H 1.445 -6.063 0.656 -0.123 -0.019 -0.024 0.105
H 0.994 -3.732 -0.084 -0.077 -0.009 0.218 0.106
H 0.159 -3.740 4.078 -0.084 0.162 0.067 0.123
H 0.346 -3.187 6.524 0.090 0.173 -0.046 0.106
H 1.175 -0.941 7.211 -0.050 -0.032 -0.201 0.102
H 1.866 0.726 5.487 -0.029 -0.321 0.042 0.110
H 1.698 0.126 3.061 -0.199 -0.077 0.231 0.090
H 2.850 0.119 1.269 -0.020 0.041 0.129 0.087
H 1.647 2.283 1.896 0.027 -0.011 -0.063 0.097
H 1.641 4.761 1.785 0.132 -0.309 -0.233 0.106
H 2.908 5.926 -0.017 0.004 -0.378 0.063 0.104
H 4.299 4.591 -1.583 -0.102 -0.145 0.078 0.106
H 4.335 2.109 -1.436 -0.109 0.202 0.131 0.110
H 3.365 0.012 -1.778 0.239 -0.447 1.079 0.096
H 2.821 -2.182 0.143 -1.195 -0.608 -0.653 0.084
H 3.896 -2.459 -1.237 0.295 -0.228 -0.533 0.112
H -3.263 -0.175 -0.349 0.085 0.131 0.032 0.114
H -4.248 0.992 1.633 0.125 0.204 -0.051 0.104